A molecular structure, C22H32N4O2 at a distorted geometry. Source: the Open Molecules 2025 dataset; level of theory: ωB97M-V/def2-TZVPD.

The geometry in XYZ format:
```
60
Properties=species:S:1:pos:R:3:forces:R:3
C -3.29131 1.05661 3.52099 9.2 2.1 -0.6
C -3.01621 1.28786 2.14845 -1.3 -5.4 -3.8
C -2.23342 2.23953 1.83733 2.1 2.9 -4.8
C -1.81804 2.48801 0.26177 -3.4 -1.9 0.5
O -0.96393 3.13258 -0.17785 6.4 4.4 0.8
N -2.56144 2.02461 -0.78737 0.6 2.1 3.0
H -3.18137 1.44705 -0.54817 -6.7 -5.6 2.8
C -2.31904 1.88329 -2.10344 4.9 2.0 -2.1
H -1.55665 2.69067 -2.25155 -0.4 -0.4 -0.7
H -3.18093 2.23526 -2.69849 0.3 -1.2 -0.2
C -1.51621 0.50991 -2.42432 -8.6 2.7 -7.9
N -0.50517 0.06025 -1.73857 5.7 5.0 -3.5
C -0.87237 -0.32122 -0.65860 1.8 -7.9 16.1
N -1.56687 -1.18163 -0.02555 -4.3 1.6 -6.8
C -1.21703 -1.76625 1.12080 4.0 13.4 1.6
H -1.67153 -1.32550 1.91143 -2.0 0.4 2.8
H -1.15241 -2.63561 1.01693 0.8 -13.4 -0.7
C 0.37125 -1.02970 1.32353 1.1 -7.3 8.2
N 0.27504 -0.15198 0.46192 2.7 9.3 -10.6
C 1.57308 0.43096 -0.41536 -2.8 -2.9 1.4
H 2.11615 -0.48687 -0.74291 0.1 0.6 0.8
H 2.20113 1.17543 0.09571 -0.5 -0.4 -0.2
C 0.84131 0.91035 -1.62505 -1.2 0.9 -1.1
H 0.77144 2.07310 -1.57863 -0.9 -2.2 -0.3
C 1.44083 0.44403 -2.90750 1.0 16.8 -1.0
C 1.94344 -0.70987 -3.08945 2.8 -10.1 -2.7
C 3.24525 -0.98705 -3.12141 -2.6 -9.0 0.2
C 3.73441 -2.50771 -2.96523 3.2 6.0 -0.7
C 2.90252 -3.35129 -3.45208 -5.1 -2.1 0.0
C 1.47292 -2.96602 -3.55424 2.6 -9.5 -1.5
C 1.05978 -1.82177 -3.36401 -5.1 8.0 -0.2
H -0.06204 -1.56062 -3.63437 2.3 -0.6 1.1
H 0.74846 -3.82107 -3.72236 1.1 1.0 -0.1
O 3.08380 -4.66810 -3.62058 3.1 -1.0 0.3
H 4.08106 -4.79215 -3.44343 -2.3 -0.3 -0.5
H 4.84045 -2.74687 -2.79107 -1.7 0.5 -0.2
H 3.91474 -0.43854 -2.76814 5.5 5.6 2.4
H 1.15623 1.15976 -3.80478 -0.9 -2.1 1.2
H 2.47744 1.32116 -2.94990 -2.0 -2.3 0.6
H 1.26819 -1.92812 1.24361 -1.8 2.0 0.0
C 0.53008 -0.30462 2.79525 12.4 -11.5 -1.8
C 2.05809 0.35133 2.89045 -11.2 5.6 0.4
H 1.78451 1.20039 2.19641 1.2 0.0 1.4
H 2.62419 -0.21453 2.44144 6.2 -6.1 -3.8
H 1.96281 0.47320 3.89774 1.5 1.1 2.7
C 0.33739 -1.49694 3.87847 4.0 0.6 -2.5
H 1.24390 -2.14867 3.65451 -1.3 0.1 0.2
H -0.55866 -2.00801 3.74383 -1.5 -1.0 -0.4
H 0.46934 -1.29055 4.89878 0.0 1.0 1.5
H -0.22558 0.11412 2.92066 -11.3 8.5 1.4
H -2.41626 -0.19531 -2.39413 1.5 0.1 0.0
H -1.36002 0.67515 -3.53988 0.4 -0.7 1.1
C -1.75098 3.21080 2.80441 7.9 1.4 -1.3
H -2.38147 3.97505 3.06451 -1.9 1.3 1.5
H -0.88251 4.02955 2.18058 -2.4 -2.6 1.4
H -0.92319 2.80792 3.59645 -2.7 0.8 -1.4
H -3.32739 0.44494 1.27499 0.7 2.4 2.5
H -3.70703 1.85961 3.84891 -2.2 5.4 2.8
H -2.42106 0.72777 4.18819 -0.6 0.9 -1.1
H -3.88909 0.41631 3.68034 -8.3 -9.0 1.7
```
Positions in Å, forces in eV/Å.

Calculated values
Energy   -33367.2854 eV
Multiplicity   1
HOMO   -0.2741 Eh